w | Below is a 2-piece molecular cluster, C11H15N overall, with properties calculated with ωB97M-V with the def2-TZVPD basis set.

```
! RIJCOSX wB97M-V def2-TZVPD def2/J DEFGRID3
* xyz 0 1
C 0.6942 1.4700 2.2217
C 0.8773 1.1445 0.7675
C 2.0163 0.7667 0.1293
N 1.7973 0.6932 -1.2305
C 0.4635 0.9049 -1.4732
C -0.1602 1.1637 -2.6899
C -1.5046 1.4912 -2.6036
C -2.1295 1.8295 -1.4053
C -1.4546 1.7568 -0.2062
C -0.1469 1.2472 -0.2478
H -0.3632 1.5622 2.4533
H 1.2057 2.3926 2.4962
H 1.1506 0.6813 2.8219
H 2.9910 0.7266 0.5916
H 2.5319 0.4068 -1.8514
H 0.3570 1.1990 -3.6372
H -2.0462 1.5785 -3.5348
H -3.1450 2.2035 -1.4161
H -1.6852 2.3166 0.6784
C -0.8871 -3.5046 1.1204
C 0.4912 -2.9015 0.8288
H -0.8715 -4.5869 1.0499
H -1.1468 -3.2100 2.1381
H -1.6512 -3.0563 0.4942
H 1.0079 -3.2405 -0.0644
H 1.1683 -3.2115 1.6367
H 0.4400 -1.8236 0.9324
*
```

As for the HOMO-LUMO gap: 0.318 hartree. The highest occupied orbital energy is -7.75 eV. The structure (SMILES) is Cc1c[nH]c2ccccc12.CC.


x | Below is a 2-piece molecular cluster, C11H15N overall, with properties calculated with ωB97M-V with the def2-TZVPD basis set.

```
! RIJCOSX wB97M-V def2-TZVPD def2/J DEFGRID3
* xyz 0 1
C 0.5224 2.1784 0.9523
C 0.1104 0.7606 1.2816
C -0.2900 0.3516 2.5174
N -0.8741 -0.8992 2.4657
C -0.7725 -1.3634 1.1663
C -1.0383 -2.6286 0.6929
C -0.6522 -2.8856 -0.6270
C 0.0904 -1.9584 -1.3487
C 0.3507 -0.7072 -0.8406
C -0.1719 -0.3341 0.3962
H -0.0773 2.8878 1.5251
H 0.3931 2.3895 -0.1034
H 1.5742 2.2792 1.2171
H -0.1391 0.9000 3.4318
H -0.8378 -1.5317 3.2464
H -1.3348 -3.4820 1.2986
H -0.9381 -3.8532 -1.0061
H 0.4966 -2.2460 -2.3149
H 1.0381 -0.0997 -1.4141
C 0.2891 2.5762 -2.9243
C 1.6826 2.8925 -2.4113
H -0.4095 2.2297 -2.1535
H -0.2499 3.3884 -3.4044
H 0.2969 1.7283 -3.6048
H 1.8145 3.9283 -2.1054
H 2.3583 2.8648 -3.2659
H 2.0515 2.1732 -1.6878
*
```

As for the HOMO-LUMO gap: 0.321 hartree. The highest occupied orbital energy is -7.76 eV. The structure (SMILES) is Cc1c[nH]c2ccccc12.CC.


y | Below is one molecule with the formula C11H15N, with properties calculated with ωB97M-V with the def2-TZVPD basis set.

```
! RIJCOSX wB97M-V def2-TZVPD def2/J DEFGRID3
* xyz 0 1
C -0.0502 0.5031 -2.8327
C -1.8472 -0.3519 -0.1651
C -1.3377 -0.9899 -1.2356
C -0.6928 1.9472 -0.5425
C -1.2726 0.8799 0.3721
C 0.6595 1.2790 -0.2893
C -0.3136 -0.6910 -2.1599
C 0.3373 0.6893 0.9899
C 0.2971 -1.8416 -3.0201
C 0.8195 -0.7905 1.3008
C 0.4128 1.5512 2.2057
N 0.1559 1.3480 -3.5740
H -2.4462 -0.9178 0.5023
H -1.7078 -1.9951 -1.1958
H -1.2013 1.9953 -1.5523
H -0.6813 2.8893 -0.1648
H -1.9120 1.2634 1.1728
H 1.2098 0.7196 -1.0151
H 0.5431 -2.5763 -2.2046
H 1.1470 -1.5435 -3.6302
H -0.4326 -2.3484 -3.6516
H 0.3389 -1.0620 2.2914
H 1.8902 -0.7279 1.3391
H 0.4869 -1.4439 0.4486
H -0.0778 2.5814 2.1487
H 1.4453 1.6116 2.6500
H -0.2437 0.9987 2.9583
*
```

As for the HOMO-LUMO gap (spin up / spin down): 0.296 / 0.238 hartree. The highest occupied orbital energy (spin up / spin down) is -7.82 / -7.56 eV.


w is the most stable structure; the next one sits 5.9 kJ/mol above it.